Here is the molecule C15H11NO8S at a distorted geometry from the Open Molecules 2025 dataset. Energies are from ωB97M-V/def2-TZVPD.

Summary:
Highest occupied orbital energy   -9.7 eV
Spin multiplicity   1
Energy relative to the best compared isomer or geometry (same formula, charge and spin)   0.4989 eV
Total energy   -44433.999 eV
Molecular weight   365.3 g mol⁻¹
Kohn-Sham gap   0.302 Ha
SMILES string   O=C(O)c1ccc(S(=O)(=O)Oc2ccc(/C=C/[N+](=O)[O-])cc2)c(O)c1

Element x y z (Å)
O (-4.35, -0.64, 0.51)
C (-3.97, 0.45, 0.87)
O (-4.45, 1.14, 1.91)
C (-2.84, 1.09, 0.15)
C (-2.09, 2.11, 0.77)
C (-0.97, 2.64, 0.13)
C (-0.55, 2.09, -1.11)
S (0.96, 2.71, -1.95)
O (0.98, 2.23, -3.34)
O (0.87, 4.17, -1.91)
O (2.34, 2.28, -1.08)
C (2.28, 1.00, -0.62)
C (2.40, -0.09, -1.51)
C (2.18, -1.40, -1.03)
C (1.81, -1.64, 0.28)
C (1.59, -3.03, 0.75)
C (1.03, -3.44, 1.99)
N (1.02, -4.75, 2.44)
O (1.71, -5.60, 1.85)
O (0.36, -4.97, 3.43)
C (1.78, -0.57, 1.20)
C (2.02, 0.75, 0.74)
C (-1.33, 1.12, -1.75)
O (-0.98, 0.56, -2.92)
C (-2.44, 0.63, -1.11)
H (-4.04, 1.96, 1.97)
H (-2.38, 2.52, 1.72)
H (-0.43, 3.47, 0.56)
H (2.59, 0.12, -2.56)
H (2.29, -2.20, -1.75)
H (1.91, -3.79, 0.02)
H (0.71, -2.73, 2.74)
H (1.49, -0.72, 2.27)
H (1.90, 1.56, 1.43)
H (-0.35, 1.11, -3.44)
H (-3.04, -0.15, -1.63)

Atom charges from the Mulliken analysis, given in e for atoms 1 to 6: atom 1 (O): -0.54, atom 2 (C): 0.68, atom 3 (O): -0.44, atom 4 (C): 0.91, atom 5 (C): -0.96, atom 6 (C): -0.91

Here is a 2-piece molecular cluster, C4H7Br overall at a distorted geometry from the Open Molecules 2025 dataset. Energies are from ωB97M-V/def2-TZVPD.

Summary:
Highest occupied orbital energy   -9.4 eV
Spin multiplicity   1
Energy relative to the best compared isomer or geometry (same formula, charge and spin)   1.8508 eV
Total energy   -74301.783 eV
Molecular weight   135.0 g mol⁻¹
Kohn-Sham gap   0.371 Ha
SMILES string   C=C=CC.Br

Element x y z (Å)
C (-0.68, 2.02, 0.20)
C (-0.24, 1.00, -0.45)
C (0.19, -0.03, -1.06)
C (0.73, -1.30, -0.34)
H (-0.15, 2.92, 0.36)
H (-1.64, 1.94, 0.58)
H (0.00, 0.05, -2.15)
H (-0.10, -1.90, -0.08)
H (1.39, -1.70, -1.11)
H (1.32, -1.13, 0.50)
Br (-2.80, -0.68, 1.81)
H (-2.40, 0.23, 2.85)

Atom charges from the Mulliken analysis, given in e for atoms 1 to 6: atom 1 (C): -0.76, atom 2 (C): 0.14, atom 3 (C): -0.15, atom 4 (C): -0.92, atom 5 (H): 0.25, atom 6 (H): 0.26

Here is the molecule C12H21N7O3 at a distorted geometry from the Open Molecules 2025 dataset. Energies are from ωB97M-V/def2-TZVPD.

Summary:
Highest occupied orbital energy   -9.0 eV
Spin multiplicity   1
Energy relative to the best compared isomer or geometry (same formula, charge and spin)   0.0984 eV
Total energy   -29359.776 eV
Molecular weight   311.3 g mol⁻¹
Kohn-Sham gap   0.352 Ha
SMILES string   [H]/N=C(/N)NCCC[C@H](N)C(=O)N[C@@H](Cc1c[nH]cn1)C(=O)O

Element x y z (Å)
H (3.93, 4.62, -2.43)
N (4.06, 5.44, -1.80)
C (3.38, 5.30, -0.73)
N (3.27, 6.35, 0.17)
N (2.68, 4.17, -0.31)
C (2.54, 3.03, -1.19)
C (1.79, 1.90, -0.50)
C (1.63, 0.68, -1.41)
C (0.93, -0.50, -0.72)
N (1.01, -1.77, -1.45)
C (-0.56, -0.21, -0.48)
O (-1.08, 0.85, -0.84)
N (-1.30, -1.18, 0.14)
C (-0.81, -2.37, 0.81)
C (-1.56, -2.60, 2.14)
C (-3.03, -2.80, 1.93)
C (-3.78, -3.93, 2.12)
N (-5.07, -3.59, 1.74)
C (-5.04, -2.30, 1.35)
N (-3.83, -1.78, 1.45)
C (-0.93, -3.65, -0.03)
O (-0.52, -4.72, 0.37)
O (-1.60, -3.53, -1.19)
H (3.88, 7.13, -0.10)
H (3.39, 6.09, 1.12)
H (1.82, 4.42, 0.18)
H (3.55, 2.71, -1.48)
H (2.05, 3.32, -2.14)
H (2.34, 1.65, 0.41)
H (0.80, 2.26, -0.18)
H (1.05, 0.99, -2.33)
H (2.61, 0.34, -1.73)
H (1.42, -0.67, 0.26)
H (1.96, -2.08, -1.49)
H (0.69, -1.64, -2.42)
H (-2.25, -0.92, 0.40)
H (0.25, -2.25, 1.04)
H (-1.17, -3.50, 2.62)
H (-1.41, -1.73, 2.76)
H (-3.52, -4.91, 2.44)
H (-5.89, -4.22, 1.74)
H (-5.92, -1.79, 1.02)
H (-1.78, -2.60, -1.29)

Atom charges from the Mulliken analysis, given in e for atoms 1 to 6: atom 1 (H): 0.27, atom 2 (N): -0.76, atom 3 (C): 0.45, atom 4 (N): -0.49, atom 5 (N): -0.17, atom 6 (C): -0.98

Here is C13H16CuIN3S as an isolated structure at a distorted geometry from the Open Molecules 2025 dataset. Energies are from ωB97M-V/def2-TZVPD.

Summary:
Highest occupied orbital energy (alpha / beta)   -7.3 / -7.6 eV
Spin multiplicity   2
Energy relative to the best compared isomer or geometry (same formula, charge and spin)   0.0000 eV
Total energy   -81786.723 eV
Molecular weight   436.8 g mol⁻¹
Kohn-Sham gap (alpha / beta)   0.247 / 0.257 Ha

Element x y z (Å)
C (0.50, -1.08, -4.95)
C (0.46, 0.43, -5.23)
H (1.52, -1.46, -5.06)
H (-0.12, -1.59, -5.71)
H (0.14, -1.39, -3.96)
H (0.79, 1.05, -4.39)
H (1.13, 0.62, -6.08)
H (-0.54, 0.75, -5.53)
Cu (-0.22, -0.20, -0.41)
C (-0.81, 1.25, -1.57)
H (0.07, 1.90, -1.72)
H (-1.58, 1.75, -0.97)
H (-1.19, 0.87, -2.52)
I (1.50, -1.59, -1.51)
N (-0.15, 0.25, 3.93)
C (0.98, 1.04, 3.87)
C (1.70, 1.71, 4.87)
C (2.76, 2.53, 4.46)
C (3.10, 2.64, 3.10)
C (2.38, 1.94, 2.11)
C (1.31, 1.13, 2.49)
N (0.39, 0.40, 1.76)
C (-0.50, -0.10, 2.64)
C (-1.70, -0.77, 2.18)
C (-2.80, -1.24, 2.88)
S (-3.99, -1.90, 1.81)
C (-3.01, -1.44, 0.45)
N (-1.83, -0.91, 0.80)
H (-0.63, -0.03, 4.78)
H (1.39, 1.58, 5.90)
H (3.35, 3.06, 5.22)
H (3.93, 3.27, 2.82)
H (2.61, 2.01, 1.04)
H (-2.90, -1.28, 3.96)
H (-3.31, -1.60, -0.58)

Atom charges from the Mulliken analysis, given in e for atoms 1 to 6: atom 1 (C): -0.63, atom 2 (C): -0.76, atom 3 (H): 0.26, atom 4 (H): 0.29, atom 5 (H): 0.04, atom 6 (H): 0.16

Here is a 13-piece molecular cluster, C23H72N6O13 overall at a distorted geometry from the Open Molecules 2025 dataset. Energies are from ωB97M-V/def2-TZVPD.

Summary:
Highest occupied orbital energy   -8.1 eV
Spin multiplicity   1
Energy relative to the best compared isomer or geometry (same formula, charge and spin)   8.1817 eV
Total energy   -60567.870 eV
Molecular weight   640.9 g mol⁻¹
Kohn-Sham gap   0.296 Ha

Element x y z (Å)
C (20.64, 19.07, 0.94)
O (19.93, 20.30, 0.86)
H (19.88, 18.39, 0.70)
H (21.20, 18.88, 1.90)
H (21.33, 19.11, 0.12)
H (19.09, 20.21, 0.39)
C (23.28, 14.62, 4.78)
O (22.04, 15.24, 5.17)
H (24.01, 15.36, 4.48)
H (23.03, 13.95, 4.00)
H (23.70, 14.08, 5.60)
H (21.71, 14.58, 5.74)
C (24.00, 20.53, 7.42)
O (25.15, 21.04, 6.90)
H (24.16, 20.36, 8.49)
H (23.79, 19.53, 7.04)
H (23.06, 21.12, 7.34)
H (25.74, 20.30, 6.86)
C (18.58, 19.75, 3.75)
O (18.35, 19.52, 5.11)
H (17.65, 19.76, 3.16)
H (19.23, 18.98, 3.35)
H (19.02, 20.69, 3.55)
H (19.10, 19.06, 5.41)
C (22.20, 16.00, 1.83)
O (22.02, 16.77, 3.01)
H (22.67, 16.62, 1.01)
H (21.18, 15.86, 1.46)
H (22.80, 15.02, 1.87)
H (21.45, 16.28, 3.63)
C (21.60, 18.91, 5.67)
O (21.08, 19.90, 6.48)
N (21.63, 17.72, 6.09)
N (22.05, 19.11, 4.45)
H (21.21, 17.34, 6.94)
H (22.21, 16.99, 5.68)
H (21.91, 20.13, 4.08)
H (22.05, 18.30, 3.90)
C (19.17, 16.93, 7.81)
O (18.18, 16.04, 7.67)
N (19.00, 18.23, 7.68)
N (20.40, 16.60, 8.10)
H (18.04, 18.53, 7.34)
H (19.71, 18.89, 7.83)
H (20.56, 15.58, 8.30)
H (20.87, 17.07, 8.90)
C (19.60, 23.11, 5.80)
O (19.94, 24.38, 5.48)
N (20.19, 22.46, 6.74)
N (18.62, 22.48, 5.30)
H (21.01, 22.99, 7.21)
H (20.47, 21.47, 6.59)
H (17.98, 23.13, 4.83)
H (18.45, 21.50, 5.23)
C (18.72, 16.18, 4.50)
C (17.83, 16.38, 3.27)
C (18.71, 16.39, 2.03)
O (16.92, 15.59, 3.20)
H (19.61, 15.60, 4.16)
H (18.10, 15.76, 5.25)
H (19.23, 17.10, 4.86)
H (17.36, 17.40, 3.34)
H (19.63, 16.87, 2.23)
H (18.27, 17.09, 1.30)
H (18.84, 15.42, 1.64)
H (16.74, 15.36, 4.08)
C (25.01, 17.69, 2.87)
C (24.85, 18.01, 4.37)
C (26.05, 17.60, 5.15)
O (24.76, 19.25, 4.66)
H (24.85, 16.62, 2.77)
H (26.06, 17.85, 2.52)
H (24.22, 18.25, 2.45)
H (23.97, 17.55, 4.83)
H (26.90, 18.07, 4.79)
H (26.25, 16.52, 5.33)
H (25.97, 18.02, 6.16)
H (23.81, 19.53, 4.59)
C (25.03, 17.74, 9.20)
C (23.60, 17.24, 8.84)
C (23.70, 16.09, 7.86)
O (23.01, 16.81, 9.87)
H (25.06, 18.49, 9.99)
H (25.45, 18.08, 8.27)
H (25.62, 16.93, 9.59)
H (23.07, 18.00, 8.38)
H (23.91, 16.49, 6.89)
H (22.76, 15.58, 7.70)
H (24.34, 15.29, 8.17)
H (23.19, 17.51, 10.52)
C (19.42, 20.20, 10.84)
C (20.91, 19.91, 10.82)
C (21.45, 19.79, 9.42)
O (21.62, 20.80, 11.38)
H (18.88, 19.94, 11.79)
H (18.87, 19.80, 10.07)
H (19.27, 21.25, 10.51)
H (21.12, 19.01, 11.25)
H (22.50, 19.89, 9.49)
H (21.23, 20.58, 8.74)
H (21.37, 18.83, 9.03)
H (22.36, 20.41, 11.88)
C (23.01, 22.27, 4.57)
C (22.36, 22.02, 3.16)
C (23.26, 21.16, 2.17)
O (21.23, 21.46, 3.20)
H (23.51, 21.36, 4.80)
H (22.44, 22.54, 5.46)
H (23.71, 23.06, 4.29)
H (22.37, 23.04, 2.76)
H (22.79, 20.92, 1.11)
H (23.61, 20.22, 2.54)
H (24.15, 21.79, 1.94)
H (20.92, 21.24, 2.35)

Atom charges from the Mulliken analysis, given in e for atoms 1 to 6: atom 1 (C): -0.67, atom 2 (O): -0.61, atom 3 (H): 0.40, atom 4 (H): 0.08, atom 5 (H): 0.40, atom 6 (H): 0.34

Here is C29H27FeN5O9 as an isolated structure from the Open Molecules 2025 dataset. Energies are from ωB97M-V/def2-TZVPD.

Summary:
Net charge   +1
Highest occupied orbital energy (alpha / beta)   -10.5 / -10.5 eV
Spin multiplicity   2
Total energy   -90769.542 eV
Molecular weight   645.4 g mol⁻¹
Kohn-Sham gap (alpha / beta)   0.250 / 0.250 Ha

Element x y z (Å)
Fe (-1.88, 0.38, -0.12)
O (-1.97, -0.52, -4.59)
C (-1.70, -0.91, -3.34)
O (-0.61, -1.08, -2.89)
C (-2.97, -1.23, -2.59)
C (-4.05, -1.78, -3.28)
C (-5.15, -2.22, -2.57)
C (-5.14, -2.10, -1.19)
C (-4.05, -1.50, -0.58)
N (-2.99, -1.05, -1.27)
C (-3.91, -1.30, 0.90)
O (-4.85, -1.73, 1.72)
O (-2.92, -0.77, 1.35)
H (-1.12, -0.35, -5.04)
H (-4.00, -1.87, -4.36)
H (-5.99, -2.67, -3.08)
H (-5.98, -2.47, -0.62)
H (-5.60, -2.12, 1.27)
C (3.73, 0.51, 4.49)
O (3.17, 0.25, 3.21)
C (3.91, 0.56, 2.12)
C (5.18, 1.13, 2.15)
C (5.84, 1.39, 0.96)
C (5.27, 1.09, -0.26)
C (4.01, 0.50, -0.29)
C (3.32, 0.26, 0.88)
N (2.03, -0.33, 0.89)
C (0.94, 0.19, 0.27)
N (1.08, 1.37, -0.37)
C (0.20, 1.91, -1.32)
C (-1.14, 1.58, -1.40)
C (-1.91, 2.15, -2.42)
C (-1.35, 3.03, -3.31)
C (-0.01, 3.38, -3.22)
C (0.77, 2.82, -2.23)
O (2.10, 3.07, -2.03)
C (2.72, 4.04, -2.86)
N (-0.22, -0.44, 0.28)
C (-0.30, -1.75, 0.84)
C (-0.41, -2.86, 0.02)
C (-0.61, -4.12, 0.57)
C (-0.68, -4.26, 1.95)
C (-0.55, -3.16, 2.79)
C (-0.36, -1.90, 2.24)
O (-0.22, -0.76, 2.95)
C (-0.40, -0.82, 4.35)
H (2.99, 0.19, 5.21)
H (3.92, 1.58, 4.61)
H (4.65, -0.05, 4.63)
H (5.65, 1.36, 3.09)
H (6.83, 1.84, 1.00)
H (5.80, 1.28, -1.18)
H (3.55, 0.23, -1.24)
H (1.83, -0.91, 1.69)
H (1.99, 1.81, -0.32)
H (-2.97, 1.92, -2.48)
H (-1.96, 3.48, -4.09)
H (0.42, 4.09, -3.92)
H (3.75, 4.11, -2.52)
H (2.23, 5.01, -2.76)
H (2.70, 3.72, -3.91)
H (-0.35, -2.71, -1.05)
H (-0.69, -4.99, -0.07)
H (-0.83, -5.24, 2.38)
H (-0.61, -3.29, 3.86)
H (-0.31, 0.20, 4.71)
H (0.36, -1.44, 4.83)
H (-1.40, -1.20, 4.60)
O (-3.58, 1.48, -0.10)
N (-3.17, 2.17, 0.88)
O (-2.01, 1.80, 1.21)

Atom charges from the Mulliken analysis, given in e for atoms 1 to 6: atom 1 (Fe): -0.29, atom 2 (O): -0.48, atom 3 (C): -0.07, atom 4 (O): -0.45, atom 5 (C): 0.57, atom 6 (C): -0.69